A single C18H19FN2O3S molecule at a distorted geometry. Source: the Open Molecules 2025 dataset; level of theory: ωB97M-V with the def2-TZVPD basis set.

Each line ends with the natural charge from an NBO analysis.
Cartesian coordinates (Å):
1 C 0.9495 1.4592 -4.3070  -0.734
2 C 0.8050 0.4143 -3.1898  0.591
3 O 0.5640 -0.7856 -3.4094  -0.547
4 C 0.8720 0.9521 -1.7419  -0.512
5 C 1.6008 0.0713 -0.6282  -0.042
6 C 3.0617 0.0795 -0.7466  0.013
7 C 3.8526 -0.2108 -1.8709  -0.273
8 C 5.2427 -0.0418 -1.8677  0.409
9 F 6.0279 -0.1202 -2.8981  -0.297
10 C 5.9213 0.4412 -0.7335  -0.263
11 C 5.2087 0.6794 0.4691  -0.139
12 C 3.8316 0.4640 0.3513  -0.326
13 S 2.7610 0.6573 1.7382  2.242
14 O 2.7414 -0.5539 2.5593  -0.906
15 O 2.9896 1.9519 2.4493  -0.888
16 N 1.4467 0.6833 0.6307  -0.696
17 C 0.2009 0.5799 1.2670  0.125
18 C -0.6376 1.6807 1.5818  -0.185
19 C -1.8960 1.6330 2.1766  -0.269
20 C -2.2931 0.4622 2.7923  0.192
21 N -3.3692 0.4308 3.5640  -0.467
22 C -4.3365 -0.6448 3.2091  -0.408
23 C -3.5107 1.4665 4.6455  -0.406
24 C -1.4798 -0.6604 2.5754  -0.266
25 C -0.2783 -0.6051 1.8377  -0.188
26 H 0.2517 2.3481 -4.1391  0.241
27 H 0.7018 0.9974 -5.3107  0.246
28 H 1.9960 1.9397 -4.3265  0.244
29 H -0.1207 0.9207 -1.3064  0.260
30 H 1.4128 1.9015 -1.7097  0.226
31 H 1.2666 -0.9293 -0.7148  0.224
32 H 3.4768 -0.6913 -2.8439  0.245
33 H 6.9688 0.5012 -0.5823  0.230
34 H 5.6564 0.9311 1.3425  0.231
35 H -0.2001 2.6341 1.2982  0.211
36 H -2.4402 2.6525 2.2948  0.222
37 H -4.5704 -0.7266 2.0773  0.209
38 H -5.2694 -0.3108 3.6675  0.205
39 H -4.1050 -1.7096 3.6197  0.192
40 H -2.6709 2.2252 4.6816  0.227
41 H -3.7046 1.0770 5.6451  0.201
42 H -4.3446 2.1083 4.4414  0.186
43 H -1.7016 -1.6173 3.1062  0.222
44 H 0.4041 -1.4518 1.5884  0.221

Energy relative to the best compared isomer or geometry (same formula, charge and spin) (kJ/mol): 418.0
Gap between HOMO and LUMO (hartree): 0.3091
Spin multiplicity: 1
SMILES string: CC(=O)C[C@H]1c2cc(F)ccc2S(=O)(=O)N1c1ccc(N(C)C)cc1
LUMO level (hartree): 0.0152
DFT total energy (Ha): -1530.4634
Charge: 0